{"formula": "C4H26N2O8", "method": "the ωB97M-V functional and the def2-TZVPD basis", "species": ["O", "O", "O", "O", "O", "O", "O", "O", "N", "N", "C", "C", "C", "C", "H", "H", "H", "H", "H", "H", "H", "H", "H", "H", "H", "H", "H", "H", "H", "H", "H", "H", "H", "H", "H", "H", "H", "H", "H", "H"], "xyz": [[-0.32, 2.59, -0.77], [-3.04, -0.13, 2.99], [1.79, -1.89, -2.65], [-1.14, -2.29, 2.09], [2.62, 2.25, 0.87], [-3.57, 0.73, 0.31], [3.20, 1.23, -2.03], [-3.13, -2.73, -1.15], [2.33, -0.40, 2.21], [0.68, -0.74, 0.40], [-0.82, 0.59, -1.96], [0.11, 1.22, -0.89], [-0.01, 0.57, 0.47], [2.08, -0.79, 0.83], [1.01, -1.33, -2.77], [-1.55, -2.68, 1.30], [-3.72, -0.63, 3.47], [-3.30, -0.24, 2.06], [-2.40, -2.62, -1.79], [2.82, 1.88, 0.00], [-4.23, 1.42, 0.21], [2.22, 0.59, 2.36], [-1.47, -0.23, -1.70], [1.92, -1.82, -1.69], [-1.03, 0.20, 0.65], [-0.27, 0.43, -2.90], [0.43, 3.19, -0.71], [2.80, 0.37, -2.17], [2.34, -1.85, 0.83], [3.90, 1.31, -2.69], [2.72, -0.20, 0.18], [-2.70, 1.13, 0.30], [-3.23, -1.84, -0.78], [3.22, 2.98, 1.04], [-1.44, 1.43, -2.28], [-1.86, -1.92, 2.63], [1.63, -0.86, 2.79], [0.17, 1.31, 1.24], [1.11, 1.11, -1.28], [0.11, -1.35, 0.97]], "mulliken_charge": [-0.624, -0.668, -0.713, -0.685, -0.583, -0.622, -0.640, -0.651, -0.644, 0.064, -1.611, 2.015, -0.412, -0.859, 0.334, 0.320, 0.322, 0.351, 0.330, 0.245, 0.258, 0.287, -0.029, 0.302, -0.122, 0.541, 0.346, 0.302, 0.463, 0.296, 0.372, 0.372, 0.326, 0.262, 0.468, 0.311, 0.299, 0.118, -0.768, 0.328], "gap_ev": 8.89, "relative_energy_kcal_mol": 9.1, "e_homo_ev": -8.62, "charge": 0, "smiles": "C[C@@H](O)CNCN.O.O.O.O.O.O.O", "e_lumo_ha": 0.010, "energy_ha": -879.404705}

{"formula": "C6H15N3O11S2Zn", "method": "the ωB97M-V functional and the def2-TZVPD basis", "species": ["Zn", "S", "S", "O", "O", "O", "O", "O", "O", "O", "O", "O", "O", "O", "N", "N", "N", "C", "C", "C", "C", "C", "C", "H", "H", "H", "H", "H", "H", "H", "H", "H", "H", "H", "H", "H", "H", "H"], "xyz": [[-12.26, 6.18, 7.41], [-12.86, 3.57, 5.59], [-13.00, 8.65, 7.80], [-13.46, 7.69, 6.89], [-13.52, 5.17, 8.87], [-12.18, 9.71, 7.24], [-14.05, 9.17, 8.63], [-12.22, 2.45, 6.31], [-12.31, 3.82, 4.27], [-12.19, 7.73, 8.61], [-10.68, 6.81, 6.02], [-14.31, 3.33, 5.48], [-10.69, 5.26, 8.43], [-12.75, 4.80, 6.40], [-15.05, 3.77, 8.00], [-10.50, 6.05, 3.92], [-10.32, 3.03, 8.54], [-14.49, 4.42, 9.07], [-10.16, 4.29, 9.05], [-10.16, 6.88, 4.86], [-9.18, 8.02, 4.59], [-9.35, 4.57, 10.31], [-15.12, 4.21, 10.45], [-9.64, 9.00, 4.56], [-11.10, 5.27, 4.14], [-8.31, 8.06, 5.26], [-14.59, 3.62, 7.11], [-9.98, 6.06, 3.05], [-10.89, 2.82, 7.73], [-8.33, 4.25, 10.14], [-15.85, 3.18, 8.14], [-9.84, 2.27, 9.00], [-9.15, 5.62, 10.49], [-16.04, 4.75, 10.66], [-8.65, 7.98, 3.64], [-14.43, 4.46, 11.25], [-9.72, 4.09, 11.21], [-15.32, 3.18, 10.75]], "mulliken_charge": [1.176, 1.191, 1.422, -0.373, -0.435, -0.651, -0.612, -0.910, -0.934, -0.276, -0.594, -0.850, -0.513, -0.454, -0.095, -0.185, -0.167, 0.598, 0.625, 0.650, -1.214, -1.343, -1.338, 0.271, 0.227, 0.297, 0.197, 0.208, 0.264, 0.390, 0.172, 0.179, 0.323, 0.312, 0.393, 0.318, 0.324, 0.408], "gap_ev": [7.92, 4.65], "e_homo_ev": [-5.32, -5.31], "charge": -1, "spin_multiplicity": 2, "e_lumo_ha": [0.096, -0.024], "energy_ha": -3805.397053}